Record 1
A molecular structure, C8H14NO6Pt, computed with ωB97M-V with the def2-TZVPD basis set.

Geometry as XYZ:
```
30
Properties=species:S:1:pos:R:3:forces:R:3:lowdin_charge:R:1
Pt -0.03129 -0.19269 0.21396 -0.560 0.505 0.558 1.250
O -4.00938 -1.66047 -0.31636 0.082 -0.029 0.097 0.183
C -2.74805 -1.28932 -0.30840 -0.090 0.066 -0.041 -0.475
O -1.96720 -1.56656 0.58197 0.459 -0.068 -0.301 0.052
C -2.42141 -0.50119 -1.56126 0.060 -0.127 -0.124 -0.049
O -1.03964 -0.13965 -1.56434 0.287 0.116 0.256 -0.298
C -0.63762 1.11640 -2.21233 -0.032 -0.265 -0.163 -0.033
C -0.21980 2.18226 -1.19655 0.201 -0.043 0.448 -0.571
O -0.32929 3.34893 -1.42720 -0.030 -0.011 -0.190 0.149
O 0.36034 1.71436 -0.08440 0.018 -0.305 -0.606 -0.175
H -4.19324 -2.18074 0.48461 -0.069 -0.006 -0.021 0.163
H -3.06322 0.37551 -1.65506 -0.028 0.005 0.179 0.162
H -2.60208 -1.16063 -2.41340 -0.059 0.071 -0.034 0.164
H -1.42478 1.44488 -2.88473 -0.042 0.137 0.123 0.146
H 0.24347 0.84437 -2.79328 -0.020 0.088 -0.070 0.149
C 3.53188 1.17120 3.99288 -0.095 -0.024 -0.002 -0.004
N 2.29894 0.51897 3.53605 0.097 0.026 -0.038 -0.108
C 1.34117 0.00793 4.52310 0.059 0.013 -0.038 0.007
C 2.00501 0.41279 2.25677 -0.013 -0.024 0.017 -0.435
C 2.92028 0.94722 1.20751 0.035 0.000 0.029 0.018
O 0.90637 -0.16945 1.97427 -0.253 -0.135 -0.113 -0.169
H 3.53527 1.16198 5.07712 0.016 0.022 0.002 0.092
H 3.56960 2.20522 3.65479 0.038 -0.004 -0.008 0.106
H 4.41037 0.63261 3.64223 0.016 0.015 0.014 0.100
H 1.77654 0.12045 5.50964 -0.031 -0.010 0.018 0.092
H 1.13312 -1.04272 4.33393 -0.019 0.005 0.010 0.101
H 0.40996 0.56911 4.46536 -0.013 -0.023 0.014 0.106
H 3.95707 0.93756 1.52973 -0.001 -0.013 -0.016 0.086
H 2.62981 1.97285 0.97757 0.006 0.018 -0.008 0.107
H 2.81366 0.35841 0.29991 -0.019 0.002 0.009 0.084
```
Forces are in eV/Å.

Values from the calculation:
- Total charge: +1
- LUMO level: -3.995 eV
- 2S+1: 1
- ΔE to the lowest compared entry with this formula, charge and spin: 14.0 kcal/mol
- Strongest force on any atom: 0.0182 hartree/bohr
- HOMO energy: -12.9 eV
- E_tot: -938.494237 a.u.


Record 2
A molecular structure, C38H12F21GeMoN6O10S4, computed with ωB97M-V with the def2-TZVPD basis set.

Geometry as XYZ:
```
93
Properties=species:S:1:pos:R:3:forces:R:3:lowdin_charge:R:1
Mo 1.08711 -0.38673 -1.48623 -0.021 0.260 0.265 1.357
N 4.55695 1.42456 0.35278 0.023 0.035 -0.041 0.189
C 5.15561 0.17414 0.38568 -0.007 -0.028 0.004 -0.171
C 6.40926 -0.25017 0.80999 0.008 0.008 0.003 -0.017
C 6.67088 -1.60146 0.70250 -0.008 0.003 -0.002 -0.082
C 5.71623 -2.49955 0.19988 -0.008 -0.004 0.033 -0.077
C 4.47403 -2.07293 -0.21868 -0.003 -0.018 0.004 -0.002
C 4.20413 -0.71079 -0.13030 -0.003 0.016 0.006 -0.182
N 3.06788 0.00889 -0.47769 -0.156 -0.067 -0.006 0.066
C 3.32076 1.25867 -0.17828 -0.089 0.000 0.066 -0.243
C 2.28693 2.24451 -0.39122 0.064 -0.050 0.014 -0.288
C 2.17542 3.52218 0.05215 -0.031 -0.021 -0.044 -0.307
S 0.63853 4.14006 -0.34849 0.312 -0.003 0.085 1.130
C 0.23472 2.67376 -1.10259 0.002 -0.012 0.038 -0.458
N 1.18026 1.76797 -1.07351 0.074 0.044 -0.111 -0.126
H 4.97324 2.29831 0.61985 -0.009 -0.008 -0.011 0.166
H 7.14567 0.43991 1.20009 -0.003 0.000 0.001 0.108
H 7.63711 -1.97737 1.01196 -0.003 -0.005 -0.001 0.104
H 5.96622 -3.54969 0.13130 -0.004 0.013 0.004 0.106
H 3.73035 -2.75764 -0.59616 0.012 -0.002 0.002 0.095
H 2.88544 4.09235 0.62723 0.006 -0.001 0.001 0.080
H -0.73483 2.50237 -1.54762 0.105 0.002 -0.029 0.003
F 2.57580 -4.73474 -4.32211 0.003 -0.017 -0.020 0.158
C 2.54397 -3.90656 -3.29322 0.010 0.002 0.028 -0.666
F 1.30541 -3.87991 -2.80075 0.022 -0.035 -0.004 0.133
F 3.36577 -4.35742 -2.34371 0.000 -0.009 0.015 0.133
S 3.03217 -2.18753 -3.81834 0.031 0.180 0.050 0.620
O 2.48608 -1.35090 -2.74487 0.021 -0.199 0.003 -0.458
O 2.45013 -2.01930 -5.10810 0.025 -0.021 -0.017 -0.236
N 4.56446 -2.05907 -3.66347 -0.015 -0.067 -0.132 -0.281
S 5.62816 -2.69990 -4.66998 -0.072 0.028 0.049 0.600
O 6.25705 -1.71442 -5.48935 0.008 0.027 -0.002 -0.264
O 5.20374 -3.94424 -5.23936 0.012 -0.001 0.008 -0.270
C 6.89730 -3.13824 -3.40703 -0.005 0.003 0.011 -0.683
F 6.42431 -4.04578 -2.55084 0.021 -0.018 -0.012 0.126
F 7.96171 -3.65582 -4.02532 -0.024 -0.007 0.002 0.134
F 7.28927 -2.06734 -2.71811 0.008 -0.005 -0.015 0.134
O 1.16942 -2.14597 -0.10989 -0.100 -0.049 0.035 -0.069
C 0.41424 -1.50037 0.67270 0.145 -0.042 -0.092 -0.567
O 0.11391 -0.31254 0.36689 0.141 -0.059 0.004 -0.147
C -0.15199 -2.08028 1.91320 -0.006 -0.036 0.004 -0.072
C -0.97680 -1.27949 2.69343 -0.031 0.057 -0.004 0.085
C -1.54598 -1.82755 3.82369 0.085 -0.001 -0.002 -0.103
C -1.32882 -3.13663 4.20421 -0.028 -0.041 0.060 0.095
C -0.49429 -3.89627 3.40676 -0.021 0.045 -0.032 -0.106
C 0.10108 -3.39800 2.26278 0.032 -0.012 -0.006 0.094
N -0.23166 -5.29446 3.79724 0.081 0.002 0.052 -0.351
O -0.76479 -5.70410 4.80781 -0.021 -0.009 -0.025 0.084
O 0.51330 -5.94131 3.09130 -0.036 -0.006 -0.009 0.087
N -2.42361 -0.98431 4.65984 -0.207 -0.007 -0.151 -0.341
O -2.49209 0.19292 4.38527 0.096 0.025 0.070 0.098
O -3.03513 -1.53353 5.55332 0.062 -0.009 0.071 0.089
H -1.17941 -0.25794 2.40232 0.013 -0.020 0.006 0.105
H -1.79291 -3.54884 5.08658 0.006 0.002 -0.005 0.133
H 0.74160 -4.01922 1.65340 -0.006 0.003 0.000 0.137
F -4.81149 3.78569 1.43370 -0.014 0.006 0.005 0.095
C -3.66455 3.66470 2.12117 0.032 -0.006 -0.002 -0.223
C -2.68660 2.78111 1.70159 0.056 0.007 -0.003 -0.167
C -1.53053 2.78169 2.45834 -0.027 -0.016 -0.010 -0.261
F -0.49335 1.97537 2.12820 -0.020 0.039 0.019 0.037
C -1.33963 3.58516 3.56807 0.011 -0.005 0.001 -0.151
F -0.19443 3.54558 4.26512 0.019 0.002 0.009 0.103
C -2.35009 4.44132 3.95724 -0.002 0.022 0.025 -0.138
F -2.19214 5.22850 5.02646 -0.001 -0.008 -0.010 0.115
C -3.52405 4.48408 3.22743 -0.027 0.020 -0.005 -0.140
F -4.49717 5.32748 3.59615 0.009 -0.009 -0.001 0.109
Ge -2.81083 1.47051 0.11389 -0.107 -0.148 0.024 1.113
S -0.57270 0.26667 -2.85196 -0.113 0.149 -0.154 0.610
C -3.18618 2.84372 -1.37043 -0.007 0.039 0.002 -0.207
C -2.65579 4.11493 -1.45938 -0.219 -0.019 -0.142 -0.251
F -1.99047 4.66100 -0.40953 -0.228 0.068 0.019 -0.006
C -2.72928 4.90280 -2.59740 0.017 0.042 0.014 -0.145
F -2.19660 6.13395 -2.62034 -0.008 -0.024 0.007 0.103
C -3.35272 4.40469 -3.72395 0.013 0.012 -0.044 -0.138
F -3.43281 5.14383 -4.83577 0.001 -0.026 0.047 0.115
C -3.87797 3.12367 -3.69511 -0.039 -0.003 -0.038 -0.140
F -4.47035 2.62986 -4.78825 0.020 0.014 0.037 0.115
C -3.77522 2.37999 -2.53581 0.005 -0.024 0.006 -0.266
F -4.28024 1.13290 -2.56717 0.007 0.029 -0.006 0.074
C -4.74410 0.88305 0.53554 0.012 0.096 0.000 -0.166
C -4.86546 -0.22612 1.35259 0.048 0.002 0.035 -0.234
F -3.75613 -0.80156 1.87764 -0.040 -0.007 -0.039 0.045
C -6.06858 -0.81286 1.69914 -0.006 -0.024 0.014 -0.147
F -6.11279 -1.88616 2.50058 0.003 0.023 -0.014 0.106
C -7.23880 -0.27421 1.20180 -0.019 -0.019 0.004 -0.142
F -8.42018 -0.81841 1.51238 0.020 0.010 -0.004 0.114
C -7.17488 0.83471 0.37980 -0.026 0.023 -0.001 -0.143
F -8.30988 1.36199 -0.09868 0.007 -0.003 0.001 0.108
C -5.94506 1.39117 0.06875 -0.003 -0.063 -0.004 -0.232
F -5.98556 2.47434 -0.72286 -0.001 0.021 -0.006 0.087
C -0.54399 -1.40743 -2.43073 0.129 -0.124 -0.028 -0.650
H -0.25741 -2.08320 -3.22917 -0.030 0.023 0.000 -0.004
H -1.36531 -1.75681 -1.80796 0.011 0.012 0.018 0.019
```
Forces are in eV/Å.

Values from the calculation:
- Total charge: -1
- LUMO level: 0.640 eV
- 2S+1: 1
- ΔE to the lowest compared entry with this formula, charge and spin: 0.0 kcal/mol
- Strongest force on any atom: 0.0072 hartree/bohr
- HOMO energy: -5.4 eV
- E_tot: -8371.215232 a.u.